# C21H42As2F12O21Tl

C21H42As2F12O21Tl as an isolated structure in a non-equilibrium geometry (wB97M-V/def2-TZVPD, the Open Molecules 2025 dataset).

Positions of all 99 atoms, in Å:
F  1.70644  1.00781  1.05036
H  0.69075  -1.68326  -5.15915
O  -1.88155  1.35758  3.38969
C  1.71251  0.13114  6.09609
C  -4.20077  -1.04265  2.52871
O  -0.58127  2.77327  -3.12489
H  8.06223  -3.05224  -2.60835
H  -1.95624  -0.39975  4.54749
F  0.98701  -1.45504  0.59337
F  -1.79964  6.73921  -1.57603
C  1.86387  0.51854  8.47296
C  -1.48469  0.58285  4.56323
H  3.20347  3.76340  -3.01486
O  -1.28666  -1.46217  -4.73284
O  -0.43752  -4.56392  0.44396
H  -1.08787  -3.38214  4.13268
O  -2.27110  -4.05527  1.79633
F  -0.31363  -0.59457  -1.39647
O  1.83510  -0.78626  5.18823
O  -4.47531  -1.80454  1.34619
C  0.29087  4.03631  -6.35527
O  -0.03495  -3.64509  2.31251
H  -0.65442  -1.99425  3.17599
C  2.24152  3.26379  -2.90025
O  0.01005  2.60936  3.60750
H  -4.70549  -0.61806  -2.81994
O  6.21940  -2.39659  -2.26929
F  0.96126  5.44323  0.28352
O  1.71343  1.33315  5.78221
O  4.70194  -2.05197  -4.04095
H  0.44438  5.02017  -5.91191
C  -1.07770  2.29448  2.78807
H  -3.18145  -0.65944  2.57592
H  2.03620  3.02596  3.53464
H  2.38519  1.46242  8.31356
H  2.43857  -0.13170  9.13251
C  -2.28705  -0.78743  -4.07861
H  -1.66773  1.08434  5.51354
O  -4.28627  -2.22592  -0.83600
C  1.09243  3.41209  3.14952
H  -5.63280  -3.78814  -0.13721
C  7.34133  -2.41230  -3.11716
O  -0.31596  3.18764  -5.40008
As  -0.32946  6.10897  -0.65402
H  2.62219  -1.26370  3.43588
O  1.41843  3.41511  -4.07686
H  -5.00888  -0.13067  -4.57118
C  1.97074  -0.49898  3.85888
H  7.79790  -1.44918  -3.34527
C  -4.69415  -0.90491  -3.87146
O  -1.41302  2.84234  1.72594
H  0.39662  0.01599  -4.78548
H  -4.99390  -0.29865  2.60293
O  1.83611  -0.33973  7.34271
O  -3.42978  -1.25942  -4.50554
H  2.52032  2.31097  -2.45026
O  -3.48811  -0.26666  0.03465
H  0.51841  -2.81757  4.25741
C  -1.12013  -4.86725  -0.73068
C  -4.63477  -3.59909  -0.53254
H  0.49167  -1.14950  -3.56239
Tl  -2.65910  2.26034  -1.06958
C  0.13913  3.04967  -4.13186
H  1.78082  3.89522  -2.14054
F  0.22447  1.72342  -0.80258
H  2.39949  -2.64257  -3.02506
H  -3.98717  -3.88584  0.29600
C  -4.01414  -1.32849  0.20333
C  -0.28409  -2.95534  3.53277
H  0.85706  4.42191  3.48560
F  0.61225  5.82149  -2.14821
H  -0.40922  0.49051  4.41173
F  -0.80530  0.31180  0.82029
O  4.06527  -2.81256  -1.88252
H  -1.75895  -4.06923  -1.10906
H  1.02181  -0.59138  3.33059
F  -1.02589  4.44235  -0.85728
H  -0.36987  -4.91147  -1.52014
As  0.71040  0.13141  -0.14788
H  -5.42518  -1.68473  -4.08498
C  0.08264  -1.00363  -4.56214
H  0.82375  0.60022  8.78854
H  2.46913  -4.20157  -2.10582
H  -4.22667  -1.70425  3.39458
H  -4.60853  -4.25045  -1.40613
F  0.41109  7.73946  -0.59705
F  2.16199  -0.07434  -1.28997
F  -1.34913  6.24671  0.83635
O  -2.10360  0.18590  -3.24756
H  7.10647  -2.84979  -4.08749
C  -1.02482  -4.05496  1.49323
H  -1.73866  -5.76060  -0.81695
C  2.72970  -3.14321  -2.11488
H  1.15808  3.56013  -6.81277
H  -0.34399  4.21744  -7.22258
H  1.13337  3.49123  2.06318
C  4.94482  -2.36255  -2.83521
H  2.41768  0.48172  3.69589
H  2.10677  -2.68611  -1.34605

Summary:
Charge: +1
HOMO level, Ha: -0.4618
Electronic energy, eV: -224423.5398